Here is a gas-phase ion, C5H12Cl2N (charge +1) in a non-equilibrium geometry from the OMol25 dataset. Energies are from ωB97M-V/def2-TZVPD.

Its net charge is +1. The value obtained for the HOMO energy is -14.4 eV. The energy above the lowest of the compared OMol25 structures with the same formula, charge and spin comes out at 2.0604 eV. Its SMILES is C[NH+](C)CC(C)(Cl)Cl. The calculation puts the orbital gap at 11.4 eV. The LUMO energy is -3.0 eV. Its total energy is -31906.071 eV.

Atoms and positions in Å:
C1 1.23046 -1.40061 -0.59588
C2 -1.56837 2.23304 -0.73511
H1 2.04025 -1.20087 1.51232
H2 -0.71425 -1.45756 0.42731
H3 -2.72113 2.17801 -0.87883
H4 -0.53017 0.82186 1.13135
N1 0.32376 -0.92558 0.46527
H5 0.71897 -2.12052 2.23444
H6 -1.30822 2.55778 0.21344
C3 0.04064 0.48365 0.38669
H7 1.90506 -0.64584 -1.05244
H8 1.88556 -2.14729 -0.30540
H9 -1.12327 2.81893 -1.49294
C4 -1.10089 0.80476 -1.00470
Cl1 -0.21491 0.63565 -2.48393
H10 0.66273 -1.72317 -1.39386
C5 0.99315 -1.12430 1.80966
Cl2 -2.31121 -0.46812 -0.80972
H11 0.83832 -0.36669 2.49638
H12 0.95352 1.04685 0.07596

natural (NBO) atomic charge list, values in e, 8 entries:
1 C -0.43
2 C -0.66
3 H 0.23
4 H 0.48
5 H 0.26
6 H 0.21
7 N -0.41
8 H 0.24